(1)
{"formula": "C35H36CaClFN5O3PSe3Te", "method": "ωB97M-V/def2-TZVPD", "molar_mass_g_mol": 1064.69, "homo_lumo_gap_ha": 0.1047, "e_above_lowest_ev": 0.585, "energy_ev": -296773.8905, "e_homo_ev": -4.723, "elements": ["Ca", "Cl", "C", "C", "C", "C", "C", "C", "P", "C", "C", "C", "C", "C", "C", "C", "C", "C", "C", "C", "C", "H", "H", "H", "H", "H", "H", "H", "H", "H", "H", "H", "H", "H", "H", "Se", "Se", "Te", "Se", "F", "C", "C", "C", "C", "O", "C", "C", "N", "C", "C", "C", "C", "C", "C", "N", "C", "C", "N", "C", "C", "C", "O", "O", "H", "H", "H", "H", "H", "H", "H", "H", "H", "H", "H", "H", "H", "H", "H", "H", "H", "H", "N", "N", "H", "H", "H", "H"], "xyz": [[-0.096687, 0.295609, -0.349725], [1.297041, -1.102498, 2.450983], [1.298285, 0.102120, 3.696566], [1.154726, -0.334291, 5.007119], [1.184340, 0.585513, 6.040646], [1.364093, 1.934928, 5.767791], [1.495873, 2.360040, 4.456906], [1.457355, 1.452204, 3.398435], [1.518330, 1.969139, 1.655599], [1.231919, 3.767412, 1.763684], [2.219646, 4.728448, 1.574130], [1.903549, 6.080142, 1.629962], [0.602259, 6.483178, 1.884024], [-0.387750, 5.529185, 2.085248], [-0.078747, 4.179908, 2.022339], [3.287105, 1.832349, 1.216294], [3.623011, 2.091455, -0.114603], [4.921037, 1.909050, -0.563493], [5.897120, 1.437598, 0.306337], [5.567918, 1.158833, 1.623855], [4.270203, 1.359347, 2.079188], [1.006838, -1.389187, 5.192587], [1.060177, 0.246781, 7.061199], [1.386542, 2.657958, 6.572583], [1.612730, 3.415158, 4.245262], [3.240503, 4.425462, 1.379390], [2.681436, 6.817583, 1.476787], [0.358813, 7.537068, 1.927889], [-1.406235, 5.832179, 2.292491], [-0.849446, 3.432588, 2.192181], [2.859718, 2.435089, -0.807389], [5.164966, 2.124448, -1.596685], [6.911149, 1.286684, -0.044652], [6.320294, 0.783991, 2.306795], [4.019884, 1.136414, 3.109207], [-2.101036, 0.998226, 1.567074], [-2.312062, -1.290848, 2.223816], [-1.522336, -2.506981, 0.105174], [0.623222, -3.741133, 0.559377], [6.454358, -2.234221, 0.333935], [5.637787, -2.346788, -0.748005], [4.402305, -1.772476, -0.748040], [3.613744, -1.885155, -1.898411], [2.250669, -1.343412, -1.839845], [1.907965, -0.757635, -0.805537], [1.442985, -1.546812, -3.011701], [1.981347, -2.211456, -4.059818], [3.264397, -2.675985, -4.131736], [3.699165, -3.407424, -5.290832], [4.796534, -2.826654, -6.137970], [3.381867, -2.850127, -6.641755], [4.087457, -2.561806, -3.027950], [5.354036, -3.165844, -2.984729], [6.115199, -3.074300, -1.839716], [7.379019, -3.750067, -1.781516], [8.534121, -2.905442, -1.996175], [9.731295, -3.771551, -2.337853], [9.937066, -4.767911, -1.224424], [8.699158, -5.597582, -0.975399], [7.565799, -4.644872, -0.658393], [-0.022283, -1.092953, -3.162233], [-0.749165, -1.833863, -3.809264], [-0.271296, 0.027764, -2.621363], [4.002981, -1.246345, 0.110004], [1.362011, -2.421031, -4.921605], [3.666018, -4.485227, -5.171739], [5.513937, -3.508161, -6.573895], [5.185971, -1.867521, -5.825051], [3.115910, -3.553043, -7.416979], [2.856892, -1.906492, -6.675450], [5.717226, -3.753997, -3.814306], [8.769177, -2.281361, -1.115469], [8.344636, -2.229024, -2.828493], [10.650753, -3.198248, -2.440966], [9.548534, -4.355251, -3.238342], [10.158294, -4.257811, -0.365456], [10.735348, -5.368156, -1.428258], [8.920889, -6.276356, -0.153997], [8.514434, -6.157392, -1.890253], [7.790610, -4.117764, 0.282196], [6.653753, -5.216908, -0.490816], [0.078342, 2.989623, -2.273565], [-0.764336, 2.598596, -1.180148], [-0.399340, 3.661131, -2.867212], [0.207644, 2.144907, -2.825427], [-1.721839, 2.411665, -1.470362], [-0.781395, 3.332345, -0.482122]], "atomic_forces_ev_per_a": [[-0.31, -0.09, 0.26], [0.12, 0.13, -0.07], [-0.01, -0.11, 0.10], [-0.01, 0.04, -0.06], [0.00, 0.01, 0.02], [-0.01, 0.00, 0.02], [-0.02, 0.00, -0.05], [-0.01, 0.08, 0.05], [0.03, -0.15, -0.25], [0.02, 0.04, 0.03], [-0.01, 0.00, -0.02], [0.03, 0.00, 0.00], [-0.02, 0.01, 0.00], [-0.02, 0.00, 0.01], [0.01, -0.02, -0.01], [0.02, -0.01, 0.02], [0.05, 0.00, -0.02], [-0.03, 0.01, -0.01], [0.02, -0.01, 0.00], [0.01, -0.01, 0.02], [-0.01, 0.00, -0.01], [0.00, 0.00, 0.02], [0.00, 0.00, 0.00], [0.00, 0.00, 0.01], [0.01, 0.01, 0.01], [0.01, 0.00, 0.00], [0.00, 0.01, 0.00], [0.00, 0.00, 0.00], [0.00, 0.02, 0.00], [0.00, -0.01, -0.01], [-0.02, 0.00, 0.01], [0.01, 0.00, 0.00], [0.00, 0.00, 0.00], [0.01, 0.00, -0.01], [0.00, 0.00, 0.00], [-0.13, -0.27, 0.26], [0.10, 0.29, -0.24], [0.18, -0.33, 0.08], [-0.23, 0.15, -0.12], [-0.01, 0.00, 0.02], [0.02, 0.09, 0.02], [0.00, -0.01, -0.13], [0.06, -0.24, 0.15], [-0.06, 0.37, 0.02], [-0.05, 0.24, -0.25], [-0.04, -0.12, 0.01], [0.02, -0.10, 0.01], [-0.01, 0.07, 0.05], [-0.02, -0.02, -0.04], [-0.08, -0.02, 0.01], [0.03, 0.00, 0.05], [-0.02, -0.04, 0.08], [-0.10, -0.05, 0.06], [-0.01, 0.00, -0.02], [0.04, -0.01, -0.21], [0.06, 0.08, 0.10], [-0.01, -0.03, 0.01], [0.02, 0.00, 0.03], [0.04, 0.03, -0.01], [-0.04, -0.09, 0.07], [0.57, -0.53, -0.16], [-0.07, 0.34, -0.05], [-0.21, 0.34, 0.26], [0.00, 0.00, 0.03], [-0.02, 0.01, 0.01], [0.01, 0.00, -0.02], [0.02, 0.02, 0.01], [0.03, -0.01, -0.01], [-0.01, 0.01, -0.01], [-0.02, 0.00, -0.02], [0.05, 0.00, 0.01], [-0.01, -0.01, -0.01], [0.00, -0.02, -0.02], [-0.01, 0.01, 0.00], [0.00, 0.02, -0.01], [0.00, 0.00, -0.01], [-0.01, 0.00, -0.01], [-0.02, 0.01, 0.01], [-0.03, 0.00, 0.01], [-0.02, 0.02, -0.01], [0.01, -0.01, -0.03], [-0.02, 0.02, -0.03], [0.03, -0.17, -0.07], [0.01, 0.01, 0.01], [0.01, -0.01, 0.01], [-0.02, 0.06, 0.02], [0.09, 0.01, -0.01]], "mulliken_charge": [0.73, 0.15, 0.52, -0.85, -0.49, -0.83, -0.18, -0.57, 1.25, 0.00, -0.20, -0.64, -0.55, -0.67, -0.31, 0.26, -0.29, -0.67, -0.52, -0.67, -0.50, 0.51, 0.36, 0.41, 0.44, 0.36, 0.41, 0.37, 0.45, 0.25, 0.47, 0.43, 0.39, 0.40, 0.42, -0.42, -0.28, 0.06, -0.70, -0.45, 0.12, -0.87, 0.95, 1.15, 0.58, -0.23, -0.64, 0.24, -0.33, -0.43, -0.94, 0.35, -0.93, -1.03, 0.46, -0.45, -0.90, -0.15, -0.89, -0.47, -0.22, -0.69, -0.92, 0.57, 0.76, 0.43, 0.31, 0.22, 0.26, 0.34, 0.53, 0.33, 0.46, 0.43, 0.35, 0.41, 0.35, 0.43, 0.36, 0.36, 0.48, -0.48, -0.42, 0.26, 0.20, 0.30, 0.17]}

=====

(2)
{"formula": "C34H55BBrN8PdSi", "method": "ωB97M-V/def2-TZVPD", "molar_mass_g_mol": 801.09, "homo_lumo_gap_ha": [0.2478, 0.2470], "e_above_lowest_ev": 0.472, "energy_ev": -130143.2930, "e_homo_ev": [-10.800, -10.808], "total_charge": 1, "elements": ["Pd", "C", "C", "C", "C", "N", "N", "B", "N", "N", "C", "C", "C", "C", "C", "C", "C", "C", "N", "N", "C", "C", "C", "C", "C", "C", "C", "C", "C", "C", "C", "C", "H", "H", "H", "H", "H", "H", "H", "H", "H", "H", "H", "H", "H", "H", "H", "H", "H", "H", "H", "H", "H", "H", "H", "H", "H", "H", "H", "H", "H", "H", "H", "H", "H", "H", "H", "H", "H", "H", "H", "H", "N", "C", "Br", "C", "C", "C", "C", "C", "N", "H", "H", "H", "H", "C", "Si", "C", "C", "C", "H", "H", "H", "H", "H", "H", "H", "H", "H", "H", "H"], "xyz": [[0.084496, -0.066568, -0.042949], [-4.260026, -3.307129, 0.965363], [-3.346681, -2.626139, -0.000413], [-3.384984, -2.619162, -1.378365], [-2.300436, -1.823193, -1.788964], [-1.658833, -1.386305, -0.715235], [-2.294308, -1.873295, 0.379702], [-1.806708, -1.538811, 1.815509], [-0.346846, -2.099098, 1.926195], [0.420875, -2.139700, 0.804655], [1.452426, -2.943638, 1.038747], [1.359138, -3.424878, 2.353314], [0.207515, -2.864439, 2.880674], [-0.345690, -2.966208, 4.260888], [2.414439, -3.379765, -0.041251], [2.113041, -2.647802, -1.348614], [3.859145, -3.119387, 0.391499], [2.214984, -4.887216, -0.261326], [-1.927071, 0.026073, 1.938326], [-1.804318, 0.765991, 0.802025], [-2.338666, 1.965793, 1.023416], [-2.786627, 2.013805, 2.349094], [-2.512522, 0.764454, 2.891324], [-2.748230, 0.265875, 4.276161], [-2.635463, 2.936989, -0.100936], [-2.931869, 4.328261, 0.458527], [-1.490725, 3.017496, -1.112193], [-3.880407, 2.399367, -0.828993], [-1.924231, -1.504068, -3.219194], [-1.631326, -2.815366, -3.959469], [-3.097118, -0.783192, -3.896464], [-0.686507, -0.611272, -3.261624], [-5.029480, -3.845556, 0.416113], [-4.745293, -2.586061, 1.624616], [-3.717018, -4.017463, 1.590075], [-4.101623, -3.124927, -2.007371], [-2.499092, -2.056263, 2.639595], [2.028854, -4.107884, 2.853483], [0.244670, -3.669163, 4.844937], [-1.385952, -3.294116, 4.256867], [-0.300466, -1.988668, 4.745739], [2.161531, -1.564380, -1.203732], [1.113964, -2.904123, -1.704417], [2.840448, -2.925368, -2.116079], [4.054457, -2.045038, 0.473824], [4.552922, -3.543468, -0.339232], [4.065658, -3.578517, 1.360216], [1.189912, -5.099825, -0.571164], [2.419096, -5.447504, 0.652316], [2.892677, -5.242475, -1.042420], [-3.275777, 2.833643, 2.850890], [-3.287171, 1.014480, 4.852267], [-1.792952, 0.067067, 4.765651], [-3.323869, -0.660301, 4.274862], [-2.093935, 4.708241, 1.047932], [-3.819912, 4.315453, 1.093261], [-3.118607, 5.023303, -0.363202], [-0.642528, 3.558121, -0.699563], [-1.820978, 3.542778, -2.012317], [-1.168932, 2.020006, -1.411350], [-4.703928, 2.248985, -0.128672], [-3.657884, 1.443788, -1.309898], [-4.203932, 3.113507, -1.591476], [-2.510857, -3.461177, -3.968837], [-0.811763, -3.361036, -3.484964], [-1.353192, -2.605503, -4.996227], [-3.991117, -1.408612, -3.899650], [-2.840310, -0.550158, -4.933561], [-3.332966, 0.150763, -3.380434], [0.162059, -1.118394, -2.796619], [-0.879341, 0.333429, -2.746223], [-0.417782, -0.379127, -4.297176], [1.093028, 0.472118, 3.087349], [0.749284, 0.281277, 1.996666], [2.315126, 0.986481, -2.754430], [3.456503, 0.946789, -1.276854], [4.789457, 0.652876, -1.443158], [5.603748, 0.547121, -0.329379], [5.022059, 0.668034, 0.914007], [3.677125, 0.933277, 1.009951], [2.883179, 1.101224, -0.066373], [5.176721, 0.505425, -2.441287], [6.662523, 0.343543, -0.433126], [5.600842, 0.539754, 1.818376], [3.156775, 0.996151, 1.961237], [1.221684, 4.880562, 0.911344], [2.201805, 3.910681, -0.340412], [1.820422, 4.369263, -2.102811], [4.022880, 4.064562, 0.042766], [1.745700, 2.067856, 0.131920], [1.480913, 5.943034, 0.860490], [1.447930, 4.536274, 1.925429], [0.145118, 4.800374, 0.768521], [1.722615, 5.456893, -2.176863], [0.894888, 3.922351, -2.468670], [2.627333, 4.068159, -2.774831], [4.296038, 5.123103, 0.072759], [4.654049, 3.584741, -0.710619], [4.267067, 3.636225, 1.018053], [1.587773, 2.142670, 1.198222], [0.791353, 1.673203, -0.335813]], "atomic_forces_ev_per_a": [[-2.21, -2.70, 3.58], [0.08, 0.06, -0.01], [-0.02, 0.00, -0.09], [-0.06, -0.06, -0.09], [-0.24, -0.12, 0.03], [0.28, 0.21, -0.94], [0.13, 0.02, 0.26], [0.22, 0.18, -0.36], [-0.45, -0.12, 0.06], [0.27, 0.33, -0.43], [0.05, -0.11, 0.27], [0.11, 0.00, -0.05], [0.09, 0.03, 0.00], [-0.06, 0.00, -0.09], [-0.03, 0.13, -0.03], [0.08, -0.11, 0.07], [0.00, 0.02, 0.02], [0.04, 0.00, -0.04], [-0.21, -0.30, 0.09], [0.49, 0.26, -0.29], [0.00, 0.12, 0.27], [-0.04, 0.07, 0.00], [-0.02, 0.11, -0.01], [0.01, -0.06, -0.11], [0.08, -0.08, -0.03], [0.00, -0.03, -0.03], [-0.15, 0.02, 0.02], [-0.01, 0.05, 0.01], [0.10, 0.07, 0.13], [0.00, 0.04, -0.05], [0.06, -0.01, -0.03], [-0.06, -0.07, -0.07], [0.01, 0.00, 0.01], [0.00, -0.02, -0.01], [-0.02, 0.00, -0.01], [0.04, 0.03, 0.07], [0.05, 0.04, -0.01], [-0.08, 0.02, -0.03], [-0.03, 0.01, -0.01], [0.04, -0.01, 0.01], [0.00, -0.04, 0.01], [0.00, 0.01, -0.05], [0.01, 0.08, -0.02], [-0.03, 0.01, 0.03], [-0.02, -0.05, 0.03], [-0.02, 0.04, 0.02], [0.02, 0.04, -0.03], [0.02, 0.00, 0.03], [0.00, 0.01, -0.03], [-0.03, 0.00, 0.04], [0.00, -0.08, -0.03], [0.01, -0.01, 0.01], [-0.02, 0.02, 0.02], [0.00, 0.02, 0.01], [-0.06, 0.00, 0.00], [0.04, 0.03, -0.02], [0.00, -0.01, 0.04], [0.07, -0.01, 0.01], [0.02, 0.02, 0.06], [0.00, -0.04, -0.08], [0.02, -0.01, -0.03], [-0.03, 0.01, 0.04], [0.02, -0.05, 0.02], [0.05, 0.00, 0.00], [-0.04, 0.02, -0.01], [-0.02, -0.03, 0.05], [0.01, 0.04, 0.01], [-0.04, -0.01, 0.04], [0.00, -0.04, -0.02], [0.01, 0.08, 0.00], [0.07, 0.00, 0.00], [-0.04, -0.04, 0.05], [-0.05, -0.03, -0.39], [0.21, 0.17, -1.32], [0.06, 0.15, -0.07], [-0.49, -0.47, -0.59], [0.07, -0.16, -0.18], [0.05, -0.05, -0.13], [-0.02, -0.29, 0.37], [-0.14, -0.28, 0.75], [1.04, 1.61, 0.11], [-0.06, 0.05, 0.00], [-0.06, 0.03, -0.03], [-0.08, 0.05, 0.01], [0.13, 0.16, -0.03], [0.04, 0.13, 0.07], [-0.10, -0.22, 0.17], [0.08, 0.06, -0.11], [0.06, -0.02, -0.06], [-0.19, 0.15, -1.05], [-0.01, -0.08, -0.02], [-0.01, 0.02, -0.06], [-0.01, 0.01, 0.02], [-0.01, -0.06, 0.01], [0.01, 0.04, 0.05], [-0.04, 0.02, 0.02], [0.01, -0.06, -0.01], [-0.01, 0.04, 0.03], [0.00, 0.10, 0.00], [-0.08, -0.16, 0.11], [1.05, 1.03, 0.10]], "mulliken_charge": [0.37, -1.53, 0.39, -1.46, -0.95, 1.40, 0.12, 0.01, 0.51, 0.07, -0.38, -1.24, 0.40, -1.45, 2.75, -1.46, -1.52, -1.85, 1.11, -0.19, -0.60, -0.66, 0.18, -1.52, 2.49, -2.12, 0.69, -1.69, 2.82, -1.77, -1.68, -1.39, 0.44, 0.26, 0.27, 0.56, -0.16, 0.60, 0.43, 0.28, 0.17, -0.37, 0.14, 0.61, 0.11, 0.47, 0.36, 0.38, 0.37, 0.46, 0.55, 0.44, 0.18, 0.27, 0.39, 0.44, 0.38, -0.87, 0.66, -1.25, 0.43, 0.10, 0.46, 0.36, 0.28, 0.46, 0.38, 0.46, 0.23, -0.11, -0.01, 0.53, -0.93, 0.40, 0.14, 0.19, -1.01, -0.58, -1.06, -0.30, 2.33, 0.54, 0.54, 0.53, 0.40, -1.02, 0.17, -1.12, -1.12, -0.70, 0.51, 0.35, 0.12, 0.44, 0.28, 0.37, 0.46, 0.27, 0.32, 0.59, -0.15]}

=====

- Number 2 is which compound?
  C34H55BBrN8PdSi